[1]
Computed, not measured: an isolated molecule of C4H9NO2, with wB97M-V/def2-TZVPD.

Geometry as XYZ:
```
16
Properties=species:S:1:pos:R:3:mulliken_charge:R:1
N -1.31 -1.85 1.84 -0.49
C 0.96 1.32 -2.44 -0.71
H 0.31 0.91 -3.22 0.30
C -0.09 -0.06 -0.81 -0.35
H 0.82 0.14 2.34 0.30
H 1.92 0.78 -2.47 0.32
H 0.44 1.53 1.28 0.34
H -2.19 -2.24 1.49 0.24
H -0.85 0.68 2.17 0.30
O -0.46 -1.71 0.70 -0.30
C 0.10 0.56 1.64 -1.00
C -0.07 -0.34 0.47 0.59
H 1.14 2.37 -2.64 0.23
H -0.87 -2.56 2.43 0.23
O 0.36 1.24 -1.17 -0.34
H -0.19 -0.78 -1.61 0.36
```

Results
Frontier orbital gap   9.2 eV
Highest occupied orbital energy   -0.3002 Ha
SMILES   CO/C=C(\C)ON
Charge   0



[2]
Computed, not measured: a 2-piece molecular cluster, C4H9NO2 overall, with wB97M-V/def2-TZVPD.

Geometry as XYZ:
```
16
Properties=species:S:1:pos:R:3:mulliken_charge:R:1
H -0.32 -2.21 0.47 0.29
H -2.04 -1.95 -0.24 0.32
C 0.08 0.41 1.19 -0.32
O 1.28 -0.30 1.11 -0.39
H 0.19 1.43 0.81 0.37
H 2.92 -0.61 0.01 0.24
H -0.66 1.35 -1.94 0.01
C -1.15 -1.56 0.22 -0.70
C 1.96 -0.11 -0.10 -0.66
H 1.41 -0.54 -0.95 0.25
N -2.20 0.46 0.07 -0.18
H -0.19 0.81 -2.21 0.00
H -0.15 0.49 2.26 0.31
C -1.08 -0.27 0.54 0.45
H 2.14 0.96 -0.30 0.33
O -1.95 1.65 -0.01 -0.32
```

Results
Frontier orbital gap   8.7 eV
Highest occupied orbital energy   -0.3389 Ha
SMILES   C=C(COC)N=O.[H][H]
Charge   0



[3]
Computed, not measured: an isolated molecule of C4H9NO2, with wB97M-V/def2-TZVPD.

Geometry as XYZ:
```
16
Properties=species:S:1:pos:R:3:mulliken_charge:R:1
H 1.87 -0.41 1.54 0.34
N -0.45 0.58 0.07 -0.17
O -0.25 -0.52 -2.48 -0.45
H 0.00 -1.48 0.12 0.25
H 2.45 -1.20 0.10 0.39
C -1.72 0.40 0.72 -0.37
H -2.47 0.06 -0.01 0.27
C 0.44 -0.51 -0.15 0.47
O -2.22 1.65 1.17 -0.56
H 1.50 -1.34 -2.00 0.30
H -1.64 -0.23 1.60 0.31
H -2.25 2.20 0.37 0.31
H 2.38 0.47 0.04 0.36
H -0.06 1.50 0.10 0.24
C 0.59 -0.79 -1.67 -0.28
C 1.82 -0.37 0.46 -1.41
```

Results
Frontier orbital gap   9.5 eV
Highest occupied orbital energy   -0.3189 Ha
SMILES   C[C@H](C=O)NCO
Charge   0



[4]
Computed, not measured: a 3-piece molecular cluster, C4H9NO2 overall, with wB97M-V/def2-TZVPD.

Geometry as XYZ:
```
16
Properties=species:S:1:pos:R:3:mulliken_charge:R:1
O -3.00 -0.12 -0.01 -0.62
N -1.00 -1.18 -0.21 -0.33
C -0.13 0.54 1.96 -0.85
H 3.11 1.19 -0.39 0.27
H 0.25 -1.26 -3.21 0.22
H -1.42 -1.81 -0.88 0.23
C -1.17 0.80 1.17 -0.08
O 1.97 -0.47 -0.37 -0.44
H 0.73 -1.16 -2.65 -0.23
H 0.35 -0.43 1.98 0.35
H 0.01 -1.07 -0.23 0.23
H 0.25 1.29 2.65 0.27
C 2.11 0.72 -0.48 -0.09
H -1.69 1.75 1.21 0.33
C -1.81 -0.19 0.26 0.51
H 1.26 1.40 -0.66 0.23
```

Results
Frontier orbital gap   9.9 eV
Highest occupied orbital energy   -0.3572 Ha
SMILES   C=CC(N)=O.[H][H].C=O
Charge   0



[5]
Computed, not measured: a 3-piece molecular cluster, C4H9NO2 overall, with wB97M-V/def2-TZVPD.

Geometry as XYZ:
```
16
Properties=species:S:1:pos:R:3:mulliken_charge:R:1
H 3.20 -0.28 -0.05 0.32
O 1.44 -1.75 2.11 -0.69
O 2.62 -1.04 -0.29 -0.64
H 0.04 -0.77 -1.15 0.21
H 2.10 -2.39 2.42 0.32
N -0.48 0.07 -1.01 -0.01
H -1.61 2.51 0.87 0.36
H -2.00 -0.21 -2.44 0.40
C -1.75 0.29 -1.52 -0.34
C -0.19 1.04 -0.06 -0.34
H 0.85 1.10 0.21 0.34
C -2.31 1.26 -0.76 -0.51
H -3.23 1.74 -1.07 0.34
C -1.34 1.82 0.09 -0.45
H 2.02 -1.11 0.46 0.35
H 0.61 -2.27 2.21 0.33
```

Results
Frontier orbital gap   8.6 eV
Highest occupied orbital energy   -0.2986 Ha
SMILES   c1cc[nH]c1.O.O
Charge   0



[6]
Computed, not measured: an isolated molecule of C4H9NO2, with wB97M-V/def2-TZVPD.

Geometry as XYZ:
```
16
Properties=species:S:1:pos:R:3:mulliken_charge:R:1
N 0.85 1.83 0.86 -0.45
H 0.94 2.41 1.75 0.28
H -1.61 -1.67 -0.66 0.36
H 1.60 2.04 0.07 0.26
H 1.10 -2.10 -1.41 0.26
C 0.30 0.64 1.18 0.35
H -0.18 -1.40 0.77 0.30
H -0.43 0.81 -1.49 0.42
H 1.27 -0.73 -2.58 0.37
C -0.28 -0.22 -1.10 0.16
C 0.40 -0.60 0.29 -0.68
O -0.33 0.55 2.29 -0.66
H -0.17 -1.76 -2.76 0.35
C 0.55 -1.22 -2.04 -1.22
H 1.40 -0.87 0.14 0.47
O -1.63 -0.68 -1.02 -0.57
```

Results
Frontier orbital gap   10.0 eV
Highest occupied orbital energy   -0.3431 Ha
SMILES   C[C@@H](O)CC(N)=O
Charge   0



[7]
Computed, not measured: an isolated molecule of C4H9NO2, with wB97M-V/def2-TZVPD.

Geometry as XYZ:
```
16
Properties=species:S:1:pos:R:3:mulliken_charge:R:1
H 2.39 0.75 -0.14 0.19
H 0.07 1.73 0.25 0.35
O -0.86 1.80 0.01 -0.55
H -1.63 -1.28 -1.12 0.33
H -0.48 0.89 -1.83 0.27
H 1.54 0.27 2.26 0.49
C 0.29 -1.16 -0.15 -0.44
C -1.15 0.82 -0.95 -0.44
H 0.22 -2.21 0.17 0.30
H -1.71 -0.64 0.53 0.29
C -1.13 -0.61 -0.40 -0.51
H -2.16 1.04 -1.31 0.32
C 1.04 -0.36 0.87 0.48
H 0.86 -1.14 -1.08 0.30
N 1.92 0.57 0.73 -0.83
O 0.80 -0.48 2.17 -0.56
```

Results
Frontier orbital gap   11.0 eV
Highest occupied orbital energy   -0.3743 Ha
SMILES   [H]/N=C(/O)CCCO
Charge   0



[8]
Computed, not measured: a 2-piece molecular cluster, C4H9NO2 overall, with wB97M-V/def2-TZVPD.

Geometry as XYZ:
```
16
Properties=species:S:1:pos:R:3:mulliken_charge:R:1
C 0.55 -0.43 -0.27 0.83
H 3.38 -0.02 -1.72 0.22
H 3.10 -0.89 -0.17 0.28
H -1.17 1.40 -0.86 -0.03
O 1.44 -0.27 -1.26 -0.33
C 2.78 -0.06 -0.81 -0.61
C -1.74 -0.54 -0.06 -0.11
H 2.86 0.87 -0.25 0.28
C -1.81 0.09 1.26 -0.87
H -2.68 -0.99 -0.36 0.37
N -0.71 -0.76 -0.79 -0.46
H -1.52 1.79 -0.33 0.08
O 0.87 -0.39 0.91 -0.59
H -1.58 -0.99 1.55 0.25
H -2.79 0.46 1.59 0.32
H -0.99 0.73 1.58 0.36
```

Results
Frontier orbital gap   10.6 eV
Highest occupied orbital energy   -0.3591 Ha
SMILES   C/C=N\C(=O)OC.[H][H]
Charge   0



[9]
Computed, not measured: an isolated molecule of C4H9NO2, with wB97M-V/def2-TZVPD.

Geometry as XYZ:
```
16
Properties=species:S:1:pos:R:3:mulliken_charge:R:1
H -0.95 -2.59 -0.79 0.30
H -0.70 1.55 1.67 0.26
O -0.42 -0.03 -0.72 -0.39
H -0.59 3.08 0.79 0.35
H -0.09 1.87 -1.33 0.32
H 0.70 -3.11 -0.37 0.34
N 0.69 -1.07 1.20 -0.56
C 0.06 1.40 -0.36 -0.40
C -0.83 2.02 0.70 -0.91
C 0.33 -1.02 -0.18 1.12
H 0.43 -0.21 1.70 0.32
H 0.37 -2.26 -1.91 0.29
H -1.87 1.92 0.40 0.26
O 1.65 -0.68 0.17 -0.43
C 0.10 -2.34 -0.86 -1.22
H 1.12 1.48 -0.11 0.35
```

Results
Frontier orbital gap   10.4 eV
Highest occupied orbital energy   -0.3450 Ha
SMILES   CCO[C@]1(C)NO1
Charge   0



[10]
Computed, not measured: a 2-piece molecular cluster, C4H9NO2 overall, with wB97M-V/def2-TZVPD.

Geometry as XYZ:
```
16
Properties=species:S:1:pos:R:3:mulliken_charge:R:1
H -1.46 1.39 -1.31 0.34
O 2.41 -1.59 0.85 -0.27
C -1.00 -0.97 0.08 -0.61
H -2.06 1.61 0.36 0.39
H -2.04 -0.84 0.40 0.36
H -1.03 -1.26 -0.99 0.27
H 0.87 0.37 -1.53 0.21
H -0.61 2.48 -0.20 0.37
C -0.28 0.38 0.20 0.38
N 0.99 0.33 -0.53 -0.51
C -1.16 1.53 -0.26 -1.47
C 2.86 -0.87 0.08 0.15
O -0.47 -1.99 0.88 -0.52
H 0.48 -2.02 0.76 0.36
H 1.65 1.05 -0.27 0.32
H -0.04 0.51 1.26 0.24
```

Results
Frontier orbital gap   10.4 eV
Highest occupied orbital energy   -0.3449 Ha
Charge   0



[11]
Computed, not measured: an isolated molecule of C4H9NO2, with wB97M-V/def2-TZVPD.

Geometry as XYZ:
```
16
Properties=species:S:1:pos:R:3:mulliken_charge:R:1
C -0.54 2.33 1.69 -0.72
C 0.17 0.27 0.40 0.50
H 0.09 -0.27 -1.77 0.45
O 0.58 -2.31 -2.32 -0.51
H 0.21 2.14 2.45 0.28
H -0.12 2.13 -0.35 0.27
H -1.16 -0.88 -0.62 0.16
C -0.08 -0.56 -0.79 -0.57
H -1.59 1.99 2.17 0.20
N -0.40 1.51 0.47 -0.25
H 1.52 -1.92 -0.28 0.30
H -0.25 -2.63 -0.39 0.20
O 0.80 -0.05 1.38 -0.63
H 0.59 -3.20 -2.58 0.27
H -0.44 3.40 1.37 0.29
C 0.61 -1.96 -0.85 -0.25
```

Results
Frontier orbital gap   10.2 eV
Highest occupied orbital energy   -0.3445 Ha
SMILES   CNC(=O)CCO
Charge   0



[12]
Computed, not measured: an isolated molecule of C4H9NO2, with wB97M-V/def2-TZVPD.

Geometry as XYZ:
```
16
Properties=species:S:1:pos:R:3:mulliken_charge:R:1
H -1.10 1.67 0.27 0.27
H 2.91 -1.75 -0.73 0.34
H 3.29 1.32 0.26 0.27
H -3.27 0.76 -0.60 0.34
H -0.07 -1.20 0.00 0.33
H -0.39 -0.38 1.54 0.26
C -0.14 -0.23 0.49 -0.50
C -1.15 0.67 -0.19 -0.19
H -0.85 0.80 -1.24 0.26
C 2.23 -0.19 -0.01 0.72
O 2.05 -1.46 -0.41 -0.50
H -2.86 -0.01 0.94 0.31
N 3.37 0.37 -0.07 -0.77
O 1.13 0.43 0.43 -0.30
C -2.55 0.10 -0.10 -1.17
H -2.60 -0.89 -0.58 0.32
```

Results
Frontier orbital gap   10.6 eV
Highest occupied orbital energy   -0.3570 Ha
SMILES   [H]/N=C(/O)OCCC
Charge   0



[13]
Computed, not measured: an isolated molecule of C4H9NO2, with wB97M-V/def2-TZVPD.

Geometry as XYZ:
```
16
Properties=species:S:1:pos:R:3:mulliken_charge:R:1
O 2.10 -1.55 0.18 -0.65
H -2.16 1.47 0.00 0.38
N 1.05 0.49 -0.23 -0.13
O -0.35 -1.94 1.16 -0.57
C -1.15 1.39 -0.41 -1.44
H 0.59 -1.96 0.89 0.46
C -0.95 -1.03 0.29 -0.69
H -1.00 -1.39 -0.75 0.33
H -1.22 1.07 -1.46 0.37
H -1.99 -0.93 0.62 0.34
C -0.30 0.38 0.35 0.50
H 2.96 0.00 -0.79 0.33
H -0.26 0.63 1.42 0.11
H -0.69 2.38 -0.38 0.39
C 2.07 -0.41 -0.27 0.05
H 1.28 1.40 -0.62 0.24
```

Results
Frontier orbital gap   10.6 eV
Highest occupied orbital energy   -0.3626 Ha
SMILES   C[C@@H](CO)NC=O
Charge   0



[14]
Computed, not measured: a 2-piece molecular cluster, C4H9NO2S overall, with wB97M-V/def2-TZVPD.

Geometry as XYZ:
```
17
Properties=species:S:1:pos:R:3:mulliken_charge:R:1
S -3.39 0.20 -0.08 0.72
H 1.15 0.34 0.28 0.35
H -0.94 -0.48 1.77 0.35
C -0.74 1.20 -0.37 -0.30
H 0.70 -1.12 1.72 0.33
N 0.25 0.03 -0.03 0.14
H -0.82 3.43 -0.24 0.23
O -3.47 -0.97 -0.88 -0.43
C -0.32 2.45 0.00 -0.71
H -0.41 -1.64 -1.41 0.24
C -0.18 -0.94 1.16 -0.87
O -3.33 -0.13 1.34 -0.46
H 0.54 2.71 0.72 0.15
H 0.53 -0.24 -2.14 0.37
H -0.70 -1.83 0.77 0.34
C 0.45 -0.82 -1.23 -0.90
H 1.34 -1.37 -1.14 0.45
```

Results
Frontier orbital gap (spin up / spin down)   8.3 / 8.3 eV
Highest occupied orbital energy (spin up / spin down)   -0.2983 / -0.2983 Ha
Charge   0



[15]
Computed, not measured: a 2-piece molecular cluster, C4H9NO2S overall, with wB97M-V/def2-TZVPD.

Geometry as XYZ:
```
17
Properties=species:S:1:pos:R:3:mulliken_charge:R:1
H 0.14 -1.61 2.71 0.39
S -1.24 -0.22 1.52 0.58
C 1.11 1.65 -1.05 -0.44
H 1.50 2.64 -0.78 0.34
O -2.01 -0.73 2.94 -0.52
H -1.61 1.07 -1.74 0.25
H 2.20 0.65 -2.78 0.22
C 1.70 0.46 -1.79 -0.46
H 1.27 -0.57 1.70 0.28
H -1.17 -0.41 -2.53 0.24
N -0.90 0.59 -2.11 -0.40
O -2.04 -0.76 0.41 -0.55
C 0.31 0.84 -1.66 0.17
H -2.00 0.01 3.56 0.36
H 2.10 -0.49 -1.17 0.11
H 0.32 -1.95 1.02 0.24
C 0.33 -1.17 1.76 -0.80
```

Results
Frontier orbital gap   8.4 eV
Highest occupied orbital energy   -0.2921 Ha
Charge   0



[16]
Computed, not measured: an isolated molecule of C4H9NO2S, with wB97M-V/def2-TZVPD.

Geometry as XYZ:
```
17
Properties=species:S:1:pos:R:3:mulliken_charge:R:1
C -1.02 0.04 1.96 -0.88
H 3.21 -0.28 -0.27 0.34
H -1.25 -1.02 2.03 0.30
H -1.96 0.60 1.84 0.28
H 0.69 0.27 -2.30 0.39
H -0.72 -1.36 -0.25 0.45
C -0.18 0.24 -1.66 -0.78
O 1.77 -2.22 -0.23 -0.57
C 1.44 -1.07 -0.35 0.17
H -0.89 -0.38 -2.24 0.35
S -0.85 1.90 -1.57 -0.26
C -0.02 -0.54 -0.30 0.31
N -0.11 0.28 0.86 -0.33
H -0.63 0.48 2.88 0.29
H -1.92 1.83 -0.76 0.11
O 2.28 -0.02 -0.37 -0.42
H 0.16 1.24 0.72 0.26
```

Results
Frontier orbital gap   9.2 eV
Highest occupied orbital energy   -0.3117 Ha
SMILES   CN[C@@H](CS)C(=O)O
Charge   0



[17]
Computed, not measured: an isolated molecule of C4H9NO2S2, with wB97M-V/def2-TZVPD.

Geometry as XYZ:
```
18
Properties=species:S:1:pos:R:3:mulliken_charge:R:1
N 0.07 0.86 -0.66 -0.31
H -2.88 1.30 -0.03 0.30
O 0.56 -1.99 2.31 -0.54
S -0.42 1.31 0.70 0.40
S -0.57 -1.67 1.43 0.55
H 2.09 -0.70 0.54 0.26
H 0.22 -2.68 -0.43 0.49
H 2.09 1.23 -0.75 0.26
H 2.35 -1.49 -1.03 0.34
H -2.07 2.97 -0.19 0.32
C 1.58 -0.97 -0.47 -0.32
C 1.33 0.38 -1.09 -0.52
O -1.04 -0.13 1.63 -0.39
C 0.23 -1.66 -0.35 -1.08
C -2.08 1.96 0.32 -0.86
H -0.47 -1.31 -1.14 0.45
H 1.31 0.46 -2.16 0.32
H -2.31 2.12 1.37 0.33
```

Results
Frontier orbital gap   9.2 eV
Highest occupied orbital energy   -0.3195 Ha
Charge   0



[18]
Computed, not measured: an isolated molecule of C4H9NO3, with wB97M-V/def2-TZVPD.

Geometry as XYZ:
```
17
Properties=species:S:1:pos:R:3:mulliken_charge:R:1
H -0.46 -2.02 -0.72 0.22
O -1.59 1.58 -0.28 -0.58
N -0.71 -1.77 0.18 -0.97
O -2.74 -0.27 -0.22 -0.50
H 0.45 2.21 0.05 0.39
C -1.63 0.40 -0.04 0.17
O 1.63 -0.92 -0.40 -0.54
H -0.39 -0.20 1.42 0.31
H 0.06 -2.08 0.74 0.34
C -0.46 -0.32 0.35 0.54
H 1.23 1.35 1.31 0.39
H -2.44 -1.23 -0.27 0.44
H 0.50 0.50 -1.39 0.27
C 0.73 0.20 -0.43 0.26
H 2.12 1.73 -0.08 0.47
H 2.51 -0.62 -0.47 0.32
C 1.19 1.45 0.25 -1.52
```

Results
Frontier orbital gap   10.7 eV
Highest occupied orbital energy   -0.3694 Ha
SMILES   C[C@@H](O)[C@H](N)C(=O)O
Charge   0



[19]
Computed, not measured: C4H9NO3 as an isolated structure, with wB97M-V/def2-TZVPD.

Geometry as XYZ:
```
17
Properties=species:S:1:pos:R:3:mulliken_charge:R:1
N -0.34 0.44 -0.23 0.15
C 0.52 -0.70 0.67 1.09
O 1.03 -1.96 0.00 -0.28
H 1.95 0.09 -0.82 0.24
H -1.13 2.32 0.25 0.32
H 0.14 -0.22 -2.16 0.28
C 1.51 0.26 0.16 -0.67
H -0.41 1.47 -2.05 0.33
O 0.09 -0.87 1.82 -0.83
C -0.55 0.46 -1.66 -0.93
H -2.29 0.96 0.36 0.32
H 2.07 0.84 0.90 0.29
H 0.40 -2.60 1.63 0.36
H -1.58 0.15 -1.89 0.34
O 0.92 -3.04 0.89 -0.37
H -1.06 1.14 1.60 0.31
C -1.25 1.27 0.53 -0.95
```

Results
Frontier orbital gap   8.8 eV
Highest occupied orbital energy   -0.3211 Ha
Charge   0



[20]
Computed, not measured: an isolated molecule of C4H9NO3, with wB97M-V/def2-TZVPD.

Geometry as XYZ:
```
17
Properties=species:S:1:pos:R:3:mulliken_charge:R:1
H -0.04 0.03 -2.53 0.19
H -1.38 -0.56 0.01 0.33
O -0.10 0.33 2.38 -0.56
H 1.35 0.57 0.05 0.43
O -0.40 2.44 1.66 -0.46
C 0.30 0.85 0.08 -0.96
N -0.83 -0.15 -1.90 -0.71
H -0.20 -2.48 0.02 0.19
H 1.51 -1.34 1.12 0.32
C -0.09 1.14 1.49 0.64
H -0.79 2.64 2.52 0.35
C -0.45 -0.36 -0.52 0.55
C 0.37 -1.67 -0.46 -0.64
H 0.61 -2.00 -1.46 0.43
H 0.12 1.73 -0.54 0.27
O 1.64 -1.59 0.19 -0.57
H -1.62 0.43 -2.12 0.22
```

Results
Frontier orbital gap   9.9 eV
Highest occupied orbital energy   -0.3403 Ha
SMILES   N[C@@H](CO)CC(=O)O
Charge   0



| no. | DFT total energy (a.u.) |
| --- | --- |
| 1 | -362.9327 |
| 2 | -362.8805 |
| 3 | -363.0004 |
| 4 | -362.9809 |
| 5 | -363.0240 |
| 6 | -362.9965 |
| 7 | -363.0154 |
| 8 | -362.9648 |
| 9 | -362.9481 |
| 10 | -363.0169 |
| 11 | -362.9812 |
| 12 | -363.0456 |
| 13 | -363.0531 |
| 14 | -761.0738 |
| 15 | -761.0810 |
| 16 | -761.2160 |
| 17 | -1159.2853 |
| 18 | -438.2740 |
| 19 | -438.0684 |
| 20 | -438.2921 |